1.
{"formula": "C31H33N5O3SSbTi", "method": "ωB97M-V/def2-TZVPD", "e_above_lowest_kcal_mol": 32.2, "total_charge": 1, "e_tot_ha": -3188.321812, "max_force_ha_per_bohr": 0.046, "spin_multiplicity": 1, "symbols": ["Sb", "Ti", "S", "O", "O", "O", "N", "N", "N", "N", "N", "C", "C", "C", "C", "C", "C", "C", "C", "C", "C", "C", "C", "C", "C", "C", "C", "C", "C", "C", "C", "C", "C", "C", "C", "C", "C", "C", "C", "C", "C", "C", "H", "H", "H", "H", "H", "H", "H", "H", "H", "H", "H", "H", "H", "H", "H", "H", "H", "H", "H", "H", "H", "H", "H", "H", "H", "H", "H", "H", "H", "H", "H", "H", "H"], "positions_angstrom": [[0.933000, 0.603000, -2.733200], [0.065400, 0.134400, 0.502200], [-1.145100, 3.018500, 0.020900], [-0.576500, 1.694400, -0.521300], [-0.053000, -1.310200, -0.571100], [1.826200, 0.001100, 0.472900], [2.399400, 5.174900, 1.303000], [0.214200, 1.622800, 1.925300], [4.349100, 1.584700, 3.382900], [0.070100, -0.897100, 2.330500], [-1.950600, -0.321700, 0.899200], [2.409900, 2.825400, 2.288300], [2.756600, -0.573400, 1.190500], [-2.858600, -3.712200, -2.398000], [-0.565200, -3.035100, -2.094400], [-1.210300, -0.994200, 3.010700], [-0.389700, 4.250900, -1.072800], [-2.205900, -0.057300, 2.297300], [-5.490900, 3.072400, -1.435900], [-2.326700, -1.972700, -0.805100], [2.464100, 4.127100, 1.770800], [1.138000, -1.199600, 2.985100], [-5.157900, 3.204600, -0.088700], [-6.920000, 3.039300, -1.868800], [-1.184100, 0.234900, -3.109800], [-2.826700, 3.066300, -0.627800], [1.432100, -0.625800, -4.462600], [4.087600, -0.628400, 0.739800], [-3.837100, 3.189800, 0.316000], [0.970400, 2.392000, -4.002900], [-3.135300, 2.956600, -1.973900], [-3.258200, -2.807600, -1.447100], [4.808700, -1.642700, 2.807600], [-2.706100, -1.195200, 0.325200], [5.084000, -1.163000, 1.526800], [3.487800, 2.168100, 2.895700], [-4.462300, 2.951900, -2.367000], [-1.501700, -3.830500, -2.711600], [1.251300, 2.160900, 2.104900], [2.462800, -1.130900, 2.474000], [3.517400, -1.623700, 3.267400], [-0.945800, -2.066500, -1.143900], [2.486300, -0.528400, -4.693600], [1.782800, 2.258300, -4.707800], [-1.978000, 0.989400, 2.534000], [5.605000, -2.016900, 3.430900], [-4.697700, 2.858000, -3.417300], [1.205700, -1.668500, -4.269200], [0.485700, -3.120800, -2.330500], [-7.006800, 3.175600, -2.942500], [-7.361300, 2.077300, -1.611300], [3.287400, -1.986600, 4.258500], [-0.579800, 5.231700, -0.645600], [-1.537700, 0.861200, -3.921300], [-1.763100, 0.427900, -2.211500], [0.042200, 2.477400, -4.563500], [4.312800, -0.219300, -0.235000], [-1.573400, -2.032000, 2.920300], [0.681000, 4.061500, -1.079200], [6.094500, -1.200000, 1.152800], [1.155800, 3.307900, -3.451400], [-3.663200, -1.459900, 0.791800], [-1.316500, -0.801600, -3.398000], [-1.190000, -4.554000, -3.449500], [-3.236200, -0.303500, 2.597600], [-3.572500, 3.287200, 1.358500], [0.852700, -0.285900, -5.314600], [-5.938900, 3.322700, 0.645300], [-0.804700, 4.190900, -2.072300], [1.041400, -1.569100, 4.013000], [-3.580700, -4.345100, -2.888000], [-4.301500, -2.718400, -1.177500], [-1.130500, -0.734300, 4.074700], [-2.352000, 2.870400, -2.712600], [-7.500800, 3.808500, -1.366200]], "atomic_forces_ev_per_a": [[-0.17, 0.21, -1.93], [-0.47, 0.73, -0.40], [-1.12, 1.21, -1.11], [0.06, -0.05, -0.17], [-0.03, -0.80, -0.53], [0.69, 0.01, 0.06], [-0.01, 0.34, -0.18], [0.88, 0.86, 0.95], [0.27, -0.09, 0.18], [0.58, -0.02, 0.38], [-0.56, -0.50, 0.12], [-0.11, -0.12, -0.02], [1.73, -0.95, 1.34], [-0.04, -0.02, -0.05], [0.26, 0.43, 0.36], [-0.68, 0.03, 0.40], [0.06, -0.26, 0.32], [-0.15, 0.03, 0.79], [0.15, 0.01, 0.12], [0.71, -0.23, -0.41], [0.02, 0.46, -0.26], [-0.29, -0.22, 0.05], [0.01, -0.02, -0.15], [-0.07, -0.02, 0.00], [0.28, 0.01, 0.27], [0.34, 0.00, 0.49], [0.06, 0.22, 0.42], [-0.64, 0.21, -0.19], [0.19, -0.01, 0.09], [0.04, -0.26, 0.39], [0.14, -0.02, -0.10], [0.11, 0.14, 0.10], [0.03, -0.02, -0.07], [-0.10, 0.12, 0.10], [-0.21, -0.07, 0.21], [0.44, -0.15, 0.31], [0.19, -0.01, 0.05], [-0.17, 0.15, 0.10], [-1.25, -0.36, 0.16], [0.61, 0.32, -0.66], [-0.20, 0.07, -0.16], [-1.46, -1.29, -0.71], [0.19, -0.02, -0.04], [0.16, -0.01, -0.12], [-0.18, -0.33, -0.01], [0.05, -0.04, 0.04], [-0.04, 0.00, -0.07], [-0.02, -0.16, 0.04], [0.08, -0.03, -0.01], [-0.06, 0.02, -0.07], [-0.08, -0.07, -0.01], [-0.02, -0.07, 0.09], [-0.06, 0.04, 0.13], [0.02, 0.15, -0.12], [-0.16, 0.02, -0.06], [-0.07, -0.03, 0.01], [-0.01, 0.02, -0.05], [0.03, 0.30, 0.06], [0.07, 0.00, 0.09], [0.12, 0.06, -0.06], [-0.01, 0.10, 0.07], [0.10, 0.19, -0.03], [-0.02, -0.13, -0.10], [0.08, -0.06, -0.04], [0.25, 0.11, -0.12], [-0.07, 0.02, 0.17], [-0.13, 0.07, -0.07], [-0.12, 0.00, 0.11], [0.00, -0.14, -0.05], [-0.06, 0.07, -0.18], [-0.09, -0.04, -0.04], [-0.09, -0.05, 0.04], [0.05, -0.11, -0.21], [0.03, -0.07, -0.08], [-0.06, 0.07, 0.02]]}

=====

2.
{"formula": "C31H34As2N5RuS3", "method": "ωB97M-V/def2-TZVPD", "e_above_lowest_kcal_mol": 60.6, "s_squared": 0.760, "total_charge": 0, "e_tot_ha": -7236.390920, "max_force_ha_per_bohr": 0.056, "spin_multiplicity": 2, "symbols": ["Ru", "As", "As", "S", "S", "S", "N", "N", "N", "N", "N", "C", "C", "C", "C", "C", "C", "C", "C", "C", "C", "C", "C", "C", "C", "C", "C", "C", "C", "C", "C", "C", "C", "C", "C", "C", "C", "C", "C", "C", "C", "C", "H", "H", "H", "H", "H", "H", "H", "H", "H", "H", "H", "H", "H", "H", "H", "H", "H", "H", "H", "H", "H", "H", "H", "H", "H", "H", "H", "H", "H", "H", "H", "H", "H", "H"], "positions_angstrom": [[0.389339, 0.021923, 0.576693], [1.410521, 0.335028, 2.721610], [-1.896760, 0.236122, 1.184731], [2.536128, -0.857488, 0.340731], [5.060443, 0.739980, -0.075558], [3.326154, 1.345768, 2.176027], [0.508065, 2.448776, -1.071051], [0.291476, -2.911802, -0.131566], [0.523935, 2.139086, 0.259382], [0.383408, -0.328754, -1.494519], [-0.320603, -2.019954, 0.693835], [-2.667380, 1.663738, 2.282911], [-0.192028, -3.952041, -2.232758], [3.370503, 0.690539, -3.489081], [-0.293934, 3.481846, -1.330150], [-0.342255, -2.711514, -4.239647], [-0.701128, -5.213419, -4.354017], [-2.821379, -3.185029, 4.336888], [-1.113833, -1.916953, 3.016754], [-2.299828, -1.225818, 2.375613], [-3.884767, -2.578981, 3.623200], [-1.519375, -2.887846, 4.091846], [-0.837932, 3.907183, -0.130866], [-0.303269, -2.585983, 1.912579], [3.421515, 2.074889, -3.297699], [-0.101215, -1.552126, -3.543991], [-0.392829, -3.952315, -3.598828], [0.767214, -3.950876, 0.557015], [0.404076, -3.783963, 1.886138], [-3.584076, -1.590661, 2.675163], [2.015939, -1.104610, 3.877103], [4.528697, 2.906976, -3.876965], [2.442389, 2.629826, -2.497206], [-3.249604, 0.103109, -0.196967], [3.692879, 0.392086, 0.726833], [0.089172, -2.777095, -1.535666], [0.143621, -1.527083, -2.153056], [1.442270, 1.835197, -1.951673], [2.386754, -0.093089, -2.931756], [0.851945, 1.606820, 4.091024], [1.347264, 0.456526, -2.153690], [-0.291970, 3.041988, 0.809836], [2.305931, -1.955420, 3.266242], [-4.416199, -1.097642, 2.178773], [1.286775, -4.749738, 0.053986], [-1.763557, -5.462618, -4.306869], [4.158006, 0.207744, -4.056241], [5.390274, 2.937705, -3.205500], [-0.011443, 1.192748, 4.613422], [-0.729488, -3.359297, 4.668900], [2.876776, -0.734581, 4.431753], [-3.068005, 0.885107, -0.935594], [-0.147717, -6.063319, -3.953631], [-4.243453, 0.224667, 0.228405], [-0.519496, -2.654476, -5.307626], [4.207210, 3.934820, -4.046555], [-0.437313, -5.110904, -5.406494], [-3.585666, 1.278270, 2.719009], [0.564327, -4.474847, 2.694607], [1.657340, 1.773885, 4.804253], [-3.164560, -0.870008, -0.676629], [-1.507788, 4.731675, 0.034744], [-0.421074, 3.036435, 1.878707], [2.446467, 3.688695, -2.264582], [-0.264301, -4.878908, -1.677022], [-3.059595, -3.902244, 5.114557], [-1.976354, 1.928048, 3.082906], [-4.911604, -2.852874, 3.821440], [-2.890424, 2.550049, 1.686367], [1.229840, -1.385165, 4.575781], [4.873050, 2.503717, -4.829370], [-0.407005, 3.838737, -2.340189], [-0.095362, -0.608351, -4.073475], [0.578680, 2.554583, 3.629404], [2.434032, -1.164443, -3.060609], [-0.464422, -1.149679, 3.467098]], "atomic_forces_ev_per_a": [[-0.09, -0.65, -1.83], [-0.02, 0.18, 0.84], [-1.90, -0.98, 1.90], [1.22, -0.21, -0.13], [0.08, -0.19, -0.15], [0.05, 0.04, -0.04], [0.28, -0.13, 0.14], [0.21, 0.68, -0.47], [-0.33, 0.21, -0.99], [0.29, 1.05, 0.33], [0.73, -0.52, 0.36], [0.11, 0.51, -0.44], [0.06, 0.05, -0.08], [0.16, 0.20, -0.02], [-0.05, 0.18, 0.08], [-0.08, -0.17, -0.10], [0.02, -0.08, -0.05], [0.10, 0.25, -0.37], [0.09, 0.13, -0.23], [0.48, 0.61, -0.27], [-0.39, 0.20, -0.25], [-0.13, -0.15, 0.17], [0.23, -0.02, -0.12], [-0.19, 0.49, 0.20], [-0.02, -0.20, -0.09], [-0.04, 0.32, 0.31], [0.01, 0.19, -0.03], [-0.23, -0.24, 0.33], [0.03, -0.26, -0.49], [-0.26, -0.63, 0.56], [0.19, 0.05, 0.00], [0.08, 0.06, -0.03], [-0.15, -0.04, -0.03], [0.26, 0.23, -0.41], [-0.39, 0.17, 0.41], [0.22, -0.28, 0.45], [-0.59, -0.73, -0.47], [-0.31, -0.22, 0.20], [-0.21, -0.08, 0.17], [-0.15, 0.03, -0.07], [0.34, 0.09, -0.01], [0.32, 0.06, 0.52], [-0.01, -0.02, 0.00], [0.00, 0.03, -0.05], [-0.03, -0.03, 0.03], [0.00, 0.04, 0.04], [-0.02, 0.01, -0.02], [-0.03, -0.03, 0.02], [-0.01, 0.00, -0.02], [0.01, 0.04, 0.02], [0.04, -0.01, -0.03], [-0.10, -0.02, -0.05], [-0.01, 0.01, 0.02], [0.04, -0.03, 0.09], [0.01, -0.01, 0.01], [-0.01, 0.00, 0.02], [0.00, 0.01, 0.01], [0.03, -0.12, -0.03], [0.00, 0.04, 0.03], [0.03, -0.03, -0.02], [0.03, -0.01, 0.03], [-0.01, -0.02, 0.01], [-0.19, -0.05, -0.10], [0.01, 0.00, 0.00], [0.00, 0.01, 0.00], [0.04, -0.03, 0.03], [-0.04, -0.05, 0.03], [0.02, 0.03, 0.02], [0.00, 0.08, 0.09], [-0.02, -0.01, -0.05], [-0.02, -0.03, 0.01], [0.02, 0.04, 0.02], [0.02, 0.01, 0.00], [0.04, -0.02, 0.09], [-0.02, 0.00, -0.04], [0.16, -0.03, -0.05]]}

=====

3.
{"formula": "C31H34AsCl3N8O3SV", "method": "ωB97M-V/def2-TZVPD", "e_above_lowest_kcal_mol": 20.7, "s_squared": 3.757, "total_charge": 0, "e_tot_ha": -6824.035521, "max_force_ha_per_bohr": 0.017, "spin_multiplicity": 4, "symbols": ["As", "V", "Cl", "Cl", "Cl", "S", "O", "O", "O", "N", "N", "N", "N", "N", "N", "N", "N", "C", "C", "C", "C", "C", "C", "C", "C", "C", "C", "C", "C", "C", "C", "C", "C", "C", "C", "C", "C", "C", "C", "C", "C", "C", "C", "C", "C", "C", "C", "C", "H", "H", "H", "H", "H", "H", "H", "H", "H", "H", "H", "H", "H", "H", "H", "H", "H", "H", "H", "H", "H", "H", "H", "H", "H", "H", "H", "H", "H", "H", "H", "H", "H", "H"], "positions_angstrom": [[1.199421, -1.230191, 1.677161], [0.895977, -0.863735, -2.401915], [-0.974540, -4.395497, 0.520497], [-3.750238, -6.265806, -3.702143], [-0.825298, -1.750374, -4.183286], [-2.247908, 0.681706, -0.006332], [-0.170906, 0.913849, -2.392207], [-0.341815, -2.131797, -1.285365], [1.968389, 0.313292, -1.098444], [-3.811121, 0.440655, 2.188965], [3.991787, -0.507623, -5.198546], [2.430170, -2.399719, -2.475944], [1.650791, 1.551757, -1.156178], [-3.109587, 2.481147, 1.791036], [2.180958, -0.166916, -3.999449], [0.591665, 1.812479, -1.810460], [4.488921, -2.880673, -3.070397], [2.850113, -3.473609, -1.737397], [-0.515809, 5.828098, -2.306952], [-4.246055, -0.903087, 1.899563], [-1.355785, 4.805009, -2.715925], [0.871450, 1.070387, 3.522015], [-0.374159, 1.033724, 4.152333], [1.013104, 0.708593, 2.084466], [-0.505736, 1.340921, 5.498184], [-1.043898, -3.055236, -1.825151], [-2.304734, -5.173731, -1.681961], [4.126253, -3.789174, -2.095606], [-3.072356, 1.196658, 1.340196], [2.209536, 0.750838, -5.017272], [0.607410, 1.696158, 6.248266], [-0.152447, -1.955596, 2.902888], [-1.457244, -3.053712, -3.180827], [3.328164, 0.557983, -5.770919], [1.851699, 1.738929, 5.636464], [0.238509, 3.194870, -1.963714], [-1.487955, -4.207707, -1.128203], [3.261550, -0.908132, -4.132521], [1.979706, 1.428677, 4.289883], [-2.705997, -5.057906, -3.002349], [1.094079, 4.205636, -1.541042], [-0.985893, 3.477769, -2.546942], [-2.270518, -3.995528, -3.774031], [-4.503159, 1.254643, 3.173818], [3.434067, -2.054091, -3.252343], [2.728093, -1.601955, 2.870072], [0.704701, 5.523201, -1.717512], [-3.766522, 2.598778, 3.082306], [-2.393251, 3.112157, 1.475012], [0.146607, 1.026809, 1.500808], [-1.480621, 1.296011, 5.969746], [-0.807933, 6.861267, -2.443248], [-5.269233, -0.909609, 1.509494], [-3.045002, 2.720217, 3.893538], [2.875988, -2.682348, 2.900486], [4.839189, -0.923249, -5.542117], [3.711324, 1.069364, -6.634970], [-2.552811, -3.907191, -4.813325], [-3.578157, -1.327502, 1.153442], [3.631981, -1.142470, 2.467153], [2.039101, 3.961029, -1.081334], [-5.564970, 1.349309, 2.919447], [5.403589, -2.792971, -3.476464], [-2.313068, 5.035219, -3.165461], [1.432185, 1.488138, -5.124229], [-1.629644, 2.660756, -2.834630], [2.728326, 2.015057, 6.209441], [0.003068, -3.033764, 2.961032], [-4.455389, 3.442204, 3.101117], [-1.241440, 0.742015, 3.569556], [0.504801, 1.936952, 7.298560], [4.798954, -4.555453, -1.755926], [-0.070093, -1.526782, 3.902043], [2.954983, 1.467198, 3.817709], [-4.209201, -1.506902, 2.807361], [1.364135, 6.317171, -1.391532], [-1.148444, -1.774820, 2.496961], [1.896262, 1.173378, 1.643730], [-2.621110, -6.016643, -1.084022], [-4.429931, 0.807585, 4.166225], [2.200425, -3.927893, -1.007855], [2.562544, -1.238202, 3.885473]], "atomic_forces_ev_per_a": [[0.12, -0.18, 0.08], [-0.83, -0.31, 0.13], [0.00, 0.04, 0.00], [0.01, 0.00, 0.00], [0.02, -0.06, 0.18], [0.02, 0.04, 0.04], [0.37, -0.14, -0.03], [0.28, 0.05, -0.13], [-0.14, 0.09, -0.15], [0.02, 0.00, 0.03], [-0.02, 0.08, 0.02], [0.07, 0.13, 0.08], [0.07, 0.02, 0.15], [-0.04, -0.02, -0.04], [0.22, 0.05, -0.14], [0.12, 0.27, 0.00], [0.00, 0.03, 0.09], [0.01, -0.02, -0.07], [0.01, 0.04, 0.01], [0.01, 0.00, 0.02], [-0.04, -0.03, -0.02], [0.02, 0.02, 0.01], [0.00, 0.02, -0.02], [-0.04, 0.04, -0.07], [-0.02, 0.00, -0.01], [-0.12, -0.01, -0.12], [0.05, 0.03, 0.00], [-0.03, 0.00, 0.02], [0.07, 0.00, -0.03], [0.10, 0.04, 0.02], [0.00, 0.01, 0.01], [-0.01, 0.01, 0.00], [0.10, 0.07, -0.12], [-0.03, -0.01, 0.06], [0.01, -0.01, -0.01], [-0.17, -0.09, 0.07], [-0.11, -0.04, 0.10], [0.02, -0.27, -0.02], [-0.01, 0.00, 0.00], [-0.03, 0.02, -0.07], [-0.05, 0.05, -0.02], [0.02, 0.06, 0.04], [0.01, -0.07, 0.09], [0.03, 0.00, 0.03], [0.01, 0.09, -0.18], [-0.02, 0.04, 0.02], [0.02, -0.02, 0.01], [0.00, 0.00, 0.01], [-0.03, 0.01, 0.00], [0.00, 0.01, 0.02], [-0.01, 0.01, -0.01], [-0.01, 0.00, 0.00], [0.00, -0.01, -0.01], [0.05, -0.04, 0.01], [0.01, 0.00, 0.00], [-0.01, 0.00, 0.00], [-0.01, 0.00, 0.00], [0.00, 0.00, 0.00], [0.00, -0.01, 0.00], [-0.01, -0.01, -0.01], [0.00, -0.02, -0.01], [0.00, 0.02, -0.03], [-0.02, -0.03, -0.01], [0.00, 0.00, 0.00], [0.01, 0.00, -0.01], [0.00, 0.00, 0.00], [0.00, 0.00, 0.00], [-0.01, 0.03, 0.00], [0.01, 0.01, 0.02], [-0.04, 0.01, 0.00], [0.00, 0.00, 0.00], [0.00, 0.00, 0.00], [0.00, -0.02, -0.01], [0.00, 0.00, 0.01], [0.00, 0.00, 0.00], [0.00, 0.00, 0.00], [0.01, 0.01, 0.00], [0.00, 0.00, -0.02], [0.00, 0.00, 0.00], [-0.03, -0.01, 0.01], [0.02, -0.01, 0.01], [-0.01, 0.00, -0.01]]}